Entry 1:
56
Properties=species:S:1:pos:R:3:forces:R:3 method="wB97M-V/def2-TZVPD" energy_ev=-36377.4668 de_lowest_kcal_mol=90.7 homo_lumo_gap_ev=9.2 e_lumo_ev=0.050 homo_energy_ev=-9.14
C 0.095702 -2.443429 0.396943 -0.45 0.65 -1.55
N -1.373334 -2.552052 0.295754 1.05 0.28 0.39
C -2.153731 -1.533833 0.984859 -1.11 -1.39 -2.01
O -2.372233 -0.473181 0.043173 0.44 1.25 0.90
C 0.711503 -1.365602 -0.557210 1.09 0.10 0.83
N 1.662056 -0.612637 0.276399 0.75 1.32 1.03
C 2.667360 0.208929 -0.367720 0.54 0.07 -0.74
O 2.243257 1.456823 -0.896081 -1.33 0.39 -0.42
H 0.431912 -2.100127 1.380826 -0.45 -0.74 0.16
H 0.440461 -3.446774 0.124057 0.58 0.31 0.40
H -1.592050 -2.465206 -0.699311 -0.14 -0.29 0.35
H -1.653677 -1.272605 1.936288 -0.64 0.09 -0.38
H -3.178141 -2.006332 1.008707 0.98 0.62 1.10
H -1.904656 0.329989 0.326266 -0.23 -0.12 -0.18
H 1.333873 -1.764544 -1.359049 -0.40 -0.22 0.20
H -0.064158 -0.725872 -0.985032 -0.07 -0.10 -0.05
H 1.188796 -0.032482 0.977124 -0.05 -0.20 -0.27
H 3.038537 -0.380253 -1.221734 0.22 0.00 0.40
H 3.523333 0.579436 0.267678 -0.92 -1.12 -0.11
H 1.397916 1.403407 -1.413494 1.02 -0.26 0.33
H -1.360347 0.677805 -3.885957 -0.27 0.05 0.03
H -2.780957 0.151959 -3.651709 0.02 0.23 0.12
O -1.964104 -0.033966 -4.117648 0.42 -0.79 -0.25
H 0.694072 1.919489 3.236517 0.09 -0.14 0.37
H 1.807600 0.897508 3.072998 -0.29 0.15 0.16
O 1.510337 1.757838 2.751444 0.12 0.20 -0.27
H 1.342330 2.985409 -0.219999 -0.40 0.21 1.19
H 1.169245 3.024391 1.340162 0.07 -0.07 -0.71
O 0.792232 3.379899 0.509148 0.68 0.06 -0.36
H -0.718952 -2.034443 -3.202775 -0.95 -0.61 -0.51
H -0.565847 -3.642279 -2.763780 -0.71 0.29 -0.75
O -0.267985 -2.734334 -2.724915 1.23 0.27 0.83
H 1.336925 -1.472186 -3.373558 -0.09 0.04 -0.05
H 1.141435 0.060304 -3.286934 -0.08 0.02 0.00
O 1.723538 -0.626177 -3.629755 0.19 0.01 -0.09
H 2.479584 -1.469287 2.164302 0.06 -0.48 -0.10
H 3.527934 -0.786296 2.943876 0.33 -0.25 0.35
O 2.966381 -1.571702 3.010160 -0.22 0.72 -0.60
H -0.898009 3.290254 0.084348 -0.18 -0.42 -0.04
H -2.085194 3.335004 1.024855 -0.30 -0.45 -0.65
O -1.823041 2.958509 0.162026 -0.08 0.39 0.19
H -1.478458 -4.099088 1.257918 -0.89 -0.16 0.62
H -1.892101 -4.350015 2.762879 0.14 0.10 -0.05
O -1.968745 -4.704388 1.874430 0.34 -0.22 -0.31
H -1.004077 4.019932 2.575759 0.02 -0.44 0.34
H -0.891743 2.524565 2.286621 -0.11 -0.01 -0.19
O -1.319145 3.149931 2.883211 0.26 0.51 0.09
H -0.452969 2.465335 -2.991679 0.96 -0.32 0.64
H 1.092535 2.694041 -3.248606 0.00 -0.06 0.01
O 0.468451 2.173016 -2.730810 -1.09 0.31 -0.68
H 0.330550 -0.770996 4.971292 0.06 0.00 -0.04
H 1.508521 -1.080037 3.981296 -0.63 0.26 0.14
O 0.677659 -0.551323 4.101091 0.46 -0.44 -0.02
H -2.517242 2.166886 -1.877621 0.36 0.12 0.12
H -2.774398 3.134201 -3.014882 0.09 -0.03 -0.10
O -2.248760 2.356612 -2.792172 -0.48 0.30 0.21

Entry 2:
16
Properties=species:S:1:pos:R:3:forces:R:3 method="wB97M-V/def2-TZVPD" energy_ev=-7855.7160 de_lowest_kcal_mol=56.4 homo_lumo_gap_ev=9.6 e_lumo_ev=1.006 smiles="CC#C/C=C/CN" homo_energy_ev=-8.56
C 2.965972 0.550228 2.473865 0.08 0.03 0.06
C 1.985230 0.234421 1.440832 -0.32 0.06 -0.38
C 1.169766 0.109540 0.560810 0.38 0.14 0.40
C 0.203168 0.055361 -0.487056 -0.18 0.12 -0.03
C -1.099351 0.297034 -0.308666 0.17 -0.09 -0.01
C -2.087674 0.087924 -1.420053 0.03 0.17 -0.08
N -2.558229 -1.301764 -1.441566 0.00 -0.12 0.15
H 2.861685 1.605642 2.746721 0.08 -0.15 0.03
H 3.983555 0.393630 2.103935 -0.12 0.00 0.08
H 2.827180 -0.051305 3.377143 0.00 0.05 -0.15
H -1.732189 -1.887496 -1.331663 -0.22 -0.06 -0.12
H 0.567582 -0.173891 -1.489558 -0.03 0.02 0.14
H -1.478393 0.508304 0.691289 0.08 0.00 -0.14
H -1.613259 0.308612 -2.384096 -0.07 -0.05 0.14
H -2.955229 0.750248 -1.330792 0.15 -0.09 0.01
H -3.113285 -1.473635 -0.606681 -0.02 -0.03 -0.12